Formula: C26H64F12N3O3P3
Source: OMol25
Level of theory: wB97M-V/def2-TZVPD

```
111
C26H64F12N3O3P3 wB97M-V/def2-TZVPD
P -5.4372 2.1855 1.4041
P 2.8253 -3.2909 -7.4240
P 4.4044 -0.7142 -1.6083
F 2.5438 -2.8446 -8.9544
F 3.1461 0.2020 -1.8364
F 1.2391 -3.1556 -7.1808
F 2.9536 -1.6776 -7.1792
F 3.0811 -3.4947 -5.8642
F 4.3906 -3.4644 -7.7369
F 2.5402 -4.8373 -7.7531
F 4.9886 -0.3469 -3.0925
F 3.7249 -1.9667 -2.2632
F 5.1236 0.6527 -1.0751
F 5.6781 -1.6465 -1.1553
F 3.7622 -1.1147 -0.1767
O 8.9567 -2.0931 -4.5748
O 5.9324 -3.6433 6.2045
O 4.4092 5.6383 -3.5961
N 2.9296 3.7210 -3.7008
N 6.3156 -4.5665 3.5734
N 7.0079 -3.5176 -4.7698
C 4.9902 -3.8995 3.9380
C -2.9793 1.0961 3.5700
C 8.0389 -2.4688 -5.2690
C -4.0730 1.9955 0.3620
C -2.2184 0.8673 4.9397
C 3.5289 3.4200 -5.1311
C 4.6530 -3.7750 5.5109
C 3.3477 4.9394 -1.5356
C 7.9229 -1.9620 -6.6333
C -6.6809 5.1324 4.0755
C -5.4186 0.7666 2.5931
C -8.3026 0.2552 -0.9228
C 3.6377 4.8358 -3.0177
C -6.8751 1.8805 0.4062
C -4.4766 0.8880 3.7820
C 3.7424 -4.6263 3.2889
C -5.5116 3.8285 2.2932
C 5.7304 -3.2621 7.5905
C -7.3426 0.3540 0.2721
C -3.5939 0.6141 -0.2327
C 7.4981 -4.9664 -4.7978
C -7.5094 4.7730 5.3020
C -1.9898 -0.6015 -1.8936
C -2.2259 0.5842 -0.9346
C -9.7144 0.6496 -0.5097
C -6.8583 4.0422 2.9318
H 3.2009 2.4225 -5.4237
H 8.5118 -4.9893 -4.3980
H -7.9224 0.7769 -1.8011
H -1.1328 0.8548 5.0366
H 4.7499 -2.8817 7.8767
H -7.6151 4.4079 2.2378
H 7.0693 -3.3048 -3.7844
H -5.2331 4.5053 1.4854
H -6.6987 2.2853 -0.5904
H 2.9814 4.0066 -1.1071
H 2.5857 5.6892 -1.3228
H -2.7809 2.1446 3.3476
H -4.2910 2.6796 -0.4582
H 3.7733 -4.5375 2.2030
H -7.3729 3.1262 3.2222
H 3.9504 -4.5524 5.8111
H -9.8018 1.5937 0.0280
H 4.2911 5.3396 -1.1641
H -2.6677 0.3540 2.8349
H -8.5325 -0.7779 -1.1835
H -5.1739 -0.1110 1.9948
H -1.8163 -1.4610 -1.2460
H 6.4707 -2.5577 7.9698
H 3.0417 2.8264 -3.2456
H -2.1904 1.5096 -1.5094
H 8.9252 -1.6427 -6.9189
H -1.1248 -0.5315 -2.5531
H -3.6018 -0.1933 0.4995
H -4.3642 0.1000 -0.8075
H -4.7538 1.7189 4.4309
H 6.4308 -4.5985 2.5705
H 6.2370 -5.4959 3.9609
H -6.4228 0.8331 3.0117
H 7.3590 -5.3467 -5.8098
H -5.7806 5.1176 4.6898
H 6.0654 -3.4788 -5.1308
H 3.7011 -5.7057 3.4348
H 3.2414 4.2293 -5.8022
H -7.1592 5.3490 6.1585
H -10.3524 -0.0143 0.0737
H 4.1094 -2.8437 5.6700
H -2.2941 -0.1120 5.4125
H -2.5638 1.4826 5.7705
H -4.6424 -0.0495 4.3127
H 7.1792 -1.1691 -6.7127
H -2.8385 -0.8091 -2.5453
H 5.5960 -4.1624 8.1901
H -8.5265 5.1585 5.2324
H -6.3831 -0.1197 0.0641
H -10.1856 0.9067 -1.4584
H 7.0257 -4.1314 4.1448
H -1.4013 0.6868 -0.2291
H -4.6884 3.6830 2.9926
H 7.0228 -5.6309 -4.0762
H 5.0944 -2.8411 3.6993
H 4.6184 3.3944 -5.1500
H -7.8399 -0.1752 1.0849
H -6.8226 6.1577 3.7338
H 7.7085 -2.8088 -7.2853
H -7.6908 2.4201 0.8873
H 2.7752 -4.1922 3.5421
H -7.5163 3.7366 5.6397
H 1.9345 3.8890 -3.7413
H -3.3031 2.4549 0.9819
```

Output
DFT total energy (Ha): -3641.1785
Max |F| (Eh/bohr): 0.1114
Charge: +2
ΔE to the lowest compared entry with this formula, charge and spin (kcal/mol): 153.1
Orbital gap (eV): 8.31

***

Formula: C26H64N5O7
Source: OMol25
Level of theory: wB97M-V/def2-TZVPD

```
102
C26H64N5O7 wB97M-V/def2-TZVPD
O 6.5140 4.6112 5.5100
O -8.4283 0.1330 -7.4210
O -3.8624 1.0234 -1.4805
O -0.9471 -3.4712 2.3110
O 0.0725 -0.7358 0.2044
O -4.5793 2.1261 -5.6118
O 5.5952 2.1729 1.5349
N -1.1260 1.9321 -0.9365
N 1.2636 -6.3482 2.6537
N 6.6072 1.7159 4.3060
N -7.4493 1.0739 -4.8290
N 1.5260 -3.9929 2.0215
C -0.1864 -2.5129 3.0163
C 1.2761 -2.6147 2.5779
C -0.6800 -4.7889 2.7276
C -4.9604 1.7146 -6.9113
C -8.3441 -1.2590 -7.2138
C 6.0061 4.9788 4.2449
C 6.8588 2.1416 0.9026
C 3.9101 -3.1227 1.5789
C 0.2568 1.5676 -0.6924
C -5.5728 2.8129 -4.8712
C -8.3959 1.7912 -5.6637
C 0.6437 0.0976 -0.8034
C 6.6877 2.1592 5.6915
C 4.4658 -2.5586 2.8968
C 5.2756 1.4155 3.8217
C -1.2221 -1.2531 -0.0869
C 2.9853 -4.3202 1.7083
C 5.9263 -2.9278 3.1279
C -1.6447 1.6062 -2.2538
C -6.5132 1.9030 -4.0867
C -9.2321 0.8326 -6.4797
C -4.5324 1.6708 -0.4211
C 5.9617 3.4420 6.0791
C -3.1257 1.8885 -2.3414
C 0.8236 -5.0253 2.9318
C 5.2992 1.0569 2.3519
H -1.1297 2.2165 -3.0022
H -6.9449 0.4026 -5.3928
H -1.3172 -2.1551 0.5123
H 4.8930 0.5508 4.3799
H 6.5049 4.4631 3.4180
H 1.7267 0.0272 -0.6750
H 6.0523 -4.0108 3.2041
H 4.8895 3.3888 5.8477
H 0.5268 1.9125 0.3090
H 3.4380 -2.3449 0.9735
H 4.3053 0.6959 2.0604
H -5.9014 1.2445 -3.4640
H -7.0889 2.5387 -3.4030
H -4.0494 1.6175 -7.4999
H 3.3076 -4.9978 2.4957
H 1.9746 -2.4633 3.3984
H -0.5489 -1.5303 2.7219
H 4.3625 -1.4729 2.9022
H 1.0143 -4.0145 1.1376
H 6.1697 6.0488 4.1292
H -0.3278 -2.6310 4.0948
H -2.0286 -0.5666 0.1778
H -9.3374 -1.7138 -7.1402
H -7.9224 2.4985 -6.3599
H -7.8290 -1.6799 -8.0754
H -6.1212 3.5013 -5.5250
H 2.9516 -4.8994 0.7888
H -1.7271 1.5364 -0.2265
H 3.8797 -2.9257 3.7463
H 1.1655 -4.7464 3.9310
H 0.3970 -0.3140 -1.7883
H -5.1669 0.9280 0.0595
H -9.9881 1.3967 -7.0317
H 7.6878 2.2528 1.6095
H 4.5496 2.2301 3.9585
H -3.4579 1.7116 -3.3660
H -1.3274 -1.5208 -1.1415
H -3.3281 2.9327 -2.0820
H 6.3071 -2.4830 4.0473
H -7.7864 -1.5184 -6.3056
H 7.0045 1.2062 0.3519
H 6.5586 -2.5802 2.3087
H 1.4910 -1.9033 1.7843
H 1.4268 -6.9120 3.4765
H 4.9316 4.7769 4.1741
H -1.2183 -5.0537 3.6437
H 7.7436 2.2864 5.9379
H -1.0295 -5.4374 1.9198
H -5.4831 0.7539 -6.9162
H -5.6105 2.4556 -7.3862
H 7.0451 2.3982 3.7015
H 6.0569 3.5568 7.1612
H 6.0260 0.2539 2.1772
H 0.8888 2.1210 -1.3960
H -9.0653 2.3729 -5.0209
H -5.1637 2.4873 -0.7862
H 4.7437 -3.4827 0.9707
H -9.7411 0.1213 -5.8215
H -3.8445 2.0882 0.3248
H -1.4939 0.5540 -2.5377
H 6.8822 2.9717 0.2002
H 6.3079 1.3531 6.3302
H 0.6469 -6.8545 2.0281
H -5.0314 3.4241 -4.1446
```

Output
DFT total energy (Ha): -1829.1063
Max |F| (Eh/bohr): 0.0074
Charge: +1
Orbital gap (eV): 7.51

***

Formula: C26H64NO23P8
Source: OMol25
Level of theory: wB97M-V/def2-TZVPD

```
122
C26H64NO23P8 wB97M-V/def2-TZVPD
P -7.3485 0.9326 0.9094
P -1.2203 0.5813 2.0285
P 2.1850 -2.0317 0.9144
P 2.4300 -3.4640 2.5980
P 4.8212 -2.7207 -0.8038
P -4.0190 1.1703 -4.8119
P 9.2553 -7.4893 -2.3422
P -4.9482 7.9781 2.8339
O -4.6188 0.5510 -6.0371
O 5.9617 -3.3403 0.3576
O -6.2440 8.9132 2.6386
O 10.4287 -8.4272 -1.7710
O 1.0804 -1.2541 2.0231
O 8.7047 -6.7740 -1.0093
O -3.8279 8.7176 1.9410
O -8.9035 0.7380 1.2880
O 4.1265 -3.4962 3.0141
O 8.0796 -8.5296 -2.7091
O -4.9922 2.1641 -4.0014
O -4.5636 7.7124 4.2573
O -6.9462 2.2737 1.7039
O 2.1671 -0.6666 -0.2226
O -3.5336 0.1318 -3.6784
O 1.5735 -2.7913 3.9957
O -2.7242 2.0874 -5.0672
O 5.0256 -1.1851 -1.1177
O -7.0403 0.9445 -0.5567
O 9.6571 -6.5581 -3.4448
O -6.6040 -0.2093 1.7604
O -5.3271 6.6780 1.9687
O 5.1656 -3.5750 -2.3223
N 1.7825 -4.9158 2.2807
C 5.8941 0.9514 2.6434
C 0.1674 -0.4225 1.1719
C -6.9214 -1.5526 1.4726
C -1.5655 1.4597 -5.5686
C -7.6430 3.4560 1.3770
C -2.5507 8.8938 2.5197
C 4.2342 1.0452 2.5081
C 3.0442 -3.2212 -0.3150
C 1.8730 1.7282 0.9920
C 10.9930 -9.3770 -2.6470
C 6.1705 2.2102 0.0707
C -2.1416 1.4594 0.5556
C 7.4883 -6.0661 -1.1073
C -9.7939 0.4345 0.2334
C 0.7095 0.9850 -1.2400
C -3.5617 -1.2430 -4.0046
C 6.8398 1.5261 1.4290
C 3.3902 0.4684 3.8122
C -6.1302 1.6005 -3.3868
C -4.3114 5.7288 1.7335
C 3.5241 1.6770 1.1489
C 4.5154 2.2607 -0.0573
C 1.2577 0.4161 0.2254
C -6.1448 10.2565 3.0583
C 7.6589 -8.5827 -4.0571
C -2.4911 -0.7565 2.6353
H -7.0600 4.3148 1.7198
H 0.9602 -2.6578 0.3971
H 2.4087 -3.2575 -1.2972
H -2.0298 7.9343 2.5728
H -6.5999 0.8583 -4.0374
H 6.7376 -9.1676 -4.1120
H -5.6104 10.3316 4.0089
H 10.3305 -10.2437 -2.7172
H -7.1521 10.6609 3.1862
H 6.6519 -6.7681 -1.0610
H 0.1273 0.0949 -1.7280
H -1.8983 -1.5689 3.2513
H 2.5863 -5.6010 2.3683
H -1.0473 0.9503 -4.7520
H -3.7167 5.5549 2.6348
H -3.4073 -1.8214 -3.0905
H 7.4403 -5.4963 -2.0389
H -0.9025 2.2237 -5.9826
H -5.8416 1.1328 -2.4421
H 6.3982 0.4716 3.6078
H -3.2787 1.6351 0.7689
H -2.6353 9.3307 3.5189
H -5.6239 10.8404 2.2953
H -6.9912 -1.7198 0.3941
H 3.4051 -1.4685 1.4409
H 3.7574 -0.5978 4.1381
H -7.7910 3.5379 0.2971
H 3.9930 2.7382 -1.0067
H 4.3061 -2.5842 3.3967
H -10.8177 0.5352 0.6017
H -6.8504 2.3966 -3.1814
H 7.4540 -7.5783 -4.4387
H 1.6154 2.7195 0.3803
H -6.1366 -2.1949 1.8804
H 8.0146 1.4617 1.5947
H 8.4253 -9.0667 -4.6681
H 7.4150 -5.3732 -0.2652
H 3.1099 -4.3490 0.0702
H -9.6569 1.1284 -0.6010
H -7.8700 -1.8110 1.9503
H -3.2866 -0.2046 3.3188
H 11.1537 -8.9511 -3.6414
H -2.9954 -1.1741 1.6567
H -4.7738 4.7869 1.4272
H -4.5306 -1.5204 -4.4296
H -0.4435 -0.9913 0.3230
H -2.0375 0.6934 -0.3540
H 3.5426 1.1939 4.7453
H 2.2508 0.5135 3.5467
H -9.6359 -0.5932 -0.1038
H 6.0994 -2.6891 1.1094
H -1.9748 9.5777 1.8915
H 0.1083 1.9856 -1.1575
H 6.8229 2.6365 -0.8070
H -1.8140 0.7420 -6.3555
H 1.3760 1.8917 2.0641
H 6.1493 -3.7651 -2.3579
H -8.6115 3.4616 1.8834
H 1.6774 1.1558 -1.9171
H -2.7616 -1.4746 -4.7124
H 0.6132 -3.0917 3.9823
H 11.9546 -9.7022 -2.2415
H -1.5251 2.4297 0.3280
H -3.6656 6.0819 0.9254
```

Output
DFT total energy (Ha): -5545.2326
Max |F| (Eh/bohr): 0.1057
Charge: -1
Orbital gap (eV): 6.66

***

Formula: C26H65IO20S7Si
Source: OMol25
Level of theory: wB97M-V/def2-TZVPD

```
120
C26H65IO20S7Si wB97M-V/def2-TZVPD
I -6.8847 -1.5105 -1.9088
S 2.2018 1.8531 0.0496
S -7.3730 0.5366 -4.9916
S -0.6989 -3.3055 3.4937
S 5.8522 8.2344 1.2214
S -3.0200 -5.2317 -0.7586
S -4.6890 1.2153 3.5945
S 2.9496 -5.3984 -0.8558
Si -5.9236 -0.8209 -4.1355
O 2.4124 -4.2163 -1.4966
O -4.8806 1.3510 2.1658
O 5.7885 9.2109 2.2884
O 4.1865 -5.9647 -1.7531
O 0.5638 -2.3610 -4.8043
O 6.3727 8.9730 -0.1348
O 0.1881 -2.6883 2.5301
O -2.7498 -5.5930 -2.1324
O -4.4597 -0.0680 4.2202
O 4.7319 7.3809 0.8935
O -3.3104 -6.5859 0.1001
O 0.8138 1.8846 0.4536
O 2.1090 -6.5059 -0.4587
O -0.8788 -2.2974 4.7614
O 0.4975 -0.2013 -3.7540
O -2.1298 -4.3799 0.0019
O -3.5256 2.2533 4.0683
O 3.2474 1.3701 0.9269
O -0.4841 -4.6483 3.9855
O 2.6258 3.3232 -0.5113
C 0.3022 -1.6567 -3.6704
C -2.3757 2.6102 -3.4638
C -4.1864 0.0637 -3.8763
C -1.7754 2.0433 2.3961
C 3.4868 4.5116 1.4252
C 2.3243 0.9762 -1.4895
C -0.8652 2.0182 -3.6964
C -2.1676 1.8942 3.8546
C 5.1403 11.0650 -0.2248
C 2.4365 4.4516 0.3313
C -0.1554 -2.5053 -2.3429
C -6.0512 2.0087 4.4115
C -4.6547 -4.5451 -0.6642
C 7.2811 7.2154 1.4906
C -2.3574 -3.1888 2.8705
C 1.3598 -1.4839 5.2414
C 3.8890 -6.7311 -2.9120
C 3.9038 -4.8791 0.5486
C 3.4010 -5.8531 -4.0496
C -2.3295 -7.6139 0.0985
C -4.3345 0.9052 -2.4861
C -1.1440 -7.2532 0.9749
C 5.4430 9.7358 -0.8917
C -0.5827 0.5388 -3.0545
C -3.1796 2.0115 -2.1736
C 0.1487 -2.2497 5.7417
H 2.5269 5.3427 -0.2988
H 4.1048 -5.0358 -4.2365
H -6.7925 1.7699 -5.3333
H 3.1638 -7.5186 -2.6799
H -0.5955 -6.4003 0.5645
H -6.9656 1.4843 4.1262
H 8.1664 7.8528 1.5416
H 2.1542 -0.0832 -1.2868
H -0.1198 2.7730 -3.1481
H 1.4253 4.4553 0.7522
H -2.0110 -7.8437 -0.9240
H -2.2345 3.7778 -3.2504
H -3.0449 -3.6182 3.6026
H -5.7118 -2.0175 -4.9466
H 7.3648 6.4950 0.6741
H 4.4931 4.4499 0.9988
H -0.5879 2.0977 -4.8537
H -6.1043 3.0488 4.0831
H -4.0296 0.6972 -4.8461
H -3.7371 2.9415 -1.6713
H 4.6132 10.9196 0.7228
H -4.9411 -4.4547 0.3857
H -2.9906 2.5751 -4.4858
H -1.9743 0.8780 4.2150
H 3.2793 -6.4365 -4.9662
H 0.4238 -3.2598 6.0639
H -2.4731 1.5966 -1.3048
H 3.3267 1.1175 -1.8991
H 4.6769 -4.1840 0.2144
H -3.4157 -0.8452 -3.8245
H 7.1470 6.6930 2.4402
H -0.2635 -1.7335 6.6152
H -2.0245 3.0441 2.0291
H 4.5260 9.1635 -1.0691
H 0.7179 -2.6290 -1.5733
H -5.3468 -5.1956 -1.2034
H 5.9005 9.9233 -1.8689
H 4.5108 11.6873 -0.8665
H -1.5155 -0.1660 -3.0075
H 3.3978 5.4379 1.9991
H -1.5563 2.5726 4.4592
H -1.4771 -6.9702 1.9785
H -2.3127 1.3264 1.7682
H -2.8069 -8.5149 0.4979
H 4.3467 -5.7572 1.0237
H -5.9044 1.9471 5.4920
H 1.0666 -0.4972 4.8689
H -4.6309 -3.5562 -1.1269
H 6.0659 11.6045 0.0001
H 3.3794 3.6742 2.1211
H 1.8447 -2.0102 4.4139
H -0.5591 -3.5677 -2.6786
H -2.5924 -2.1391 2.6827
H 4.8167 -7.2268 -3.2170
H -0.7044 1.8697 2.2619
H 1.5645 1.3540 -2.1771
H 3.2300 -4.3752 1.2447
H -4.2852 0.1030 -1.6032
H -1.0404 -1.9167 -1.7989
H 2.4350 -5.3988 -3.8104
H -5.4477 1.3316 -2.4324
H -0.2064 0.6522 -1.9274
H 2.0979 -1.3603 6.0385
H -2.4052 -3.7510 1.9355
H -0.4485 -8.0931 1.0528
```

Output
SMILES: CC(=O)OCCCCCC[Si@H](S)I.CCOS(C)(=O)=O.CCOS(C)(=O)=O.CCOS(C)(=O)=O.CCOS(C)(=O)=O.CCOS(C)(=O)=O.CCOS(C)(=O)=O
DFT total energy (Ha): -5908.7599
Max |F| (Eh/bohr): 0.1712
Charge: 0
Orbital gap (eV): 9.72